# 1
Molecular formula: C7H12AuF6O4PSe3Te
Method: DFT, ωB97M-V with the def2-TZVPD basis set

DFT total energy ... -248264.8459 eV
Charge ... 0
LUMO energy ... -1.5 eV
Energy above the lowest of the compared OMol25 structures with the same formula, charge and spin ... 0.417 eV
Orbital gap ... 0.23844 Eh
E_HOMO ... -8.00 eV

```
35
C7H12AuF6O4PSe3Te | the Open Molecules 2025 dataset | ωB97M-V with the def2-TZVPD basis set
Au -0.793 0.568 1.226
Se -1.644 2.893 1.113
Se -2.398 3.519 3.257
Te -3.713 1.425 3.562
Se -1.563 0.183 3.518
C -0.688 -2.077 -1.736
O -1.144 -2.260 -0.375
P -0.458 -1.735 0.931
O -1.025 -2.730 2.011
C -2.447 -2.939 2.126
O 1.061 -2.128 0.823
C 2.091 -1.353 1.473
H -0.787 -3.042 -2.226
H 0.340 -1.742 -1.752
H -1.323 -1.337 -2.214
H -2.612 -3.377 3.105
H -2.770 -3.621 1.341
H -2.989 -1.997 2.053
H 3.034 -1.761 1.125
H 2.010 -1.464 2.554
H 2.009 -0.309 1.179
C 1.222 2.899 -0.701
C 0.909 1.550 -1.340
O 0.300 0.596 -0.552
C 0.000 1.789 -2.571
F -1.222 2.142 -2.147
F -0.144 0.685 -3.325
F 0.442 2.764 -3.377
C 2.267 0.939 -1.776
F 3.088 0.863 -0.710
F 2.164 -0.304 -2.265
F 2.889 1.676 -2.705
H 0.311 3.471 -0.560
H 1.893 3.480 -1.333
H 1.688 2.736 0.268
```

# 2
Molecular formula: C7H12Br2O
Method: DFT, ωB97M-V with the def2-TZVPD basis set

DFT total energy ... -149582.0354 eV
Charge ... 0
LUMO energy (alpha / beta) ... -0.6 / -1.0 eV
Energy above the lowest of the compared OMol25 structures with the same formula, charge and spin ... 3.898 eV
Orbital gap (alpha / beta) ... 0.21488 / 0.18339 Eh
E_HOMO (alpha / beta) ... -6.45 / -6.00 eV

```
22
C7H12Br2O | the Open Molecules 2025 dataset | ωB97M-V with the def2-TZVPD basis set
C -2.514 1.996 -0.934
C -3.328 0.865 -1.033
C 1.418 0.896 1.065
C 1.739 -0.384 -1.036
C 1.602 -1.610 1.145
C -0.427 -0.426 0.155
C 1.071 -0.414 0.343
O -1.858 2.947 -0.895
Br -1.112 -1.764 -1.083
Br -1.450 -0.531 1.812
H -3.710 0.580 -0.048
H -2.736 -0.002 -1.398
H -4.164 1.023 -1.721
H 1.083 1.747 0.477
H 2.495 0.967 1.200
H 0.949 0.948 2.045
H 1.588 -1.317 -1.572
H 2.810 -0.228 -0.921
H 1.333 0.429 -1.636
H 1.337 -2.546 0.657
H 1.186 -1.617 2.153
H 2.686 -1.559 1.227
```

# 3
Molecular formula: C7H12Br2OSi
Method: DFT, ωB97M-V with the def2-TZVPD basis set

DFT total energy ... -157461.4322 eV
Charge ... 0
LUMO energy ... 0.1 eV
SMILES ... C[Si](C)(C)C(=O)Br.CC#CBr
Orbital gap ... 0.34543 Eh
E_HOMO ... -9.28 eV

```
23
C7H12Br2OSi | the Open Molecules 2025 dataset | ωB97M-V with the def2-TZVPD basis set
C -0.097 2.006 -1.652
Si -1.148 0.715 -0.685
C -1.409 -0.948 -1.573
C -2.841 1.382 -0.041
C -0.152 0.088 0.842
O -0.416 -0.632 1.721
Br 1.324 1.402 1.476
H -0.531 3.067 -1.523
H 0.911 1.870 -1.158
H -0.017 2.005 -2.743
H -1.054 -1.777 -0.946
H -2.501 -1.011 -1.774
H -0.751 -1.048 -2.504
H -3.496 0.614 -0.507
H -2.955 1.264 1.053
H -3.174 2.435 -0.240
C 2.779 -1.753 2.511
C 2.627 -1.742 1.053
C 2.272 -1.362 -0.050
Br 2.189 -1.113 -1.842
H 3.067 -0.809 2.969
H 3.551 -2.550 2.659
H 1.821 -2.102 2.954
```

# 4
Molecular formula: C7H12BrN6O5Re
Method: DFT, ωB97M-V with the def2-TZVPD basis set

DFT total energy ... -98795.4479 eV
Charge ... +1
Multiplicity ... 2
LUMO energy (alpha / beta) ... -5.3 / -5.0 eV
Energy above the lowest of the compared OMol25 structures with the same formula, charge and spin ... 1.918 eV
Orbital gap (alpha / beta) ... 0.26303 / 0.27044 Eh
E_HOMO (alpha / beta) ... -12.44 / -12.31 eV

```
32
C7H12BrN6O5Re | the Open Molecules 2025 dataset | ωB97M-V with the def2-TZVPD basis set
Re -0.541 -0.242 0.823
O 2.269 -0.332 0.129
C 2.321 -1.764 0.078
C 1.619 -2.200 -1.182
N 0.292 -1.545 -1.361
C -0.831 -2.453 -1.593
C -1.934 -2.453 -0.535
O -2.960 -3.024 -0.646
O -1.573 -1.763 0.583
C 0.369 -0.470 -2.357
C -0.490 0.723 -2.027
O -0.949 1.491 -2.802
O -0.681 0.869 -0.686
H 2.943 -0.014 0.740
H 1.817 -2.196 0.943
H 3.356 -2.107 0.073
H 1.485 -3.280 -1.169
H 2.253 -1.962 -2.038
H -0.506 -3.492 -1.658
H -1.321 -2.228 -2.542
H 0.104 -0.799 -3.363
H 1.388 -0.084 -2.390
N -1.990 4.767 1.948
N -1.258 3.615 2.086
N -0.473 3.419 3.131
C -0.082 2.178 2.936
N -0.615 1.676 1.809
N -1.384 2.630 1.280
H -1.460 5.531 2.353
H -2.177 4.921 0.962
H 0.572 1.640 3.598
Br 0.436 -1.052 2.878
```

# 5
Molecular formula: C7H12BrNO3S2
Method: DFT, ωB97M-V with the def2-TZVPD basis set

DFT total energy ... -106794.4415 eV
Charge ... 0
LUMO energy ... 0.3 eV
Energy above the lowest of the compared OMol25 structures with the same formula, charge and spin ... 0.820 eV
Orbital gap ... 0.31576 Eh
E_HOMO ... -8.26 eV

```
26
C7H12BrNO3S2 | the Open Molecules 2025 dataset | ωB97M-V with the def2-TZVPD basis set
C 0.433 2.510 2.258
C 1.682 2.415 1.723
C 2.059 1.634 0.530
C -0.059 1.077 0.041
C -1.632 -1.354 -1.042
C -2.114 -1.336 1.474
C 3.376 1.359 -1.374
N -1.267 -1.403 0.345
O 0.717 -0.844 1.769
O 1.031 -1.101 -0.603
O 2.704 2.222 -0.442
S -0.926 2.025 1.348
S 0.175 -0.656 0.473
Br 3.242 3.132 2.421
H 0.084 3.126 3.078
H 2.293 0.530 0.784
H -0.355 1.326 -1.015
H -2.602 -0.892 -1.224
H -0.726 -0.873 -1.613
H -1.644 -2.363 -1.450
H -3.003 -2.052 1.372
H -1.655 -1.553 2.425
H -2.424 -0.351 1.612
H 4.420 1.025 -1.149
H 3.544 2.016 -2.273
H 2.808 0.470 -1.593
```

# 6
Molecular formula: C7H12CdN3
Method: DFT, ωB97M-V with the def2-TZVPD basis set

DFT total energy ... -16485.3370 eV
Charge ... -1
LUMO energy (alpha / beta) ... 3.1 / 3.4 eV
Energy above the lowest of the compared OMol25 structures with the same formula, charge and spin ... 0.000 eV
Orbital gap (alpha / beta) ... 0.16639 / 0.16090 Eh
E_HOMO (alpha / beta) ... -1.43 / -0.97 eV

```
23
C7H12CdN3 | the Open Molecules 2025 dataset | ωB97M-V with the def2-TZVPD basis set
C -0.793 1.289 -4.121
Cd -0.201 0.225 -1.598
N 1.011 -1.553 -2.317
H -1.512 1.277 -1.153
H -0.044 1.487 -3.304
H -1.370 2.212 -4.260
H -1.503 0.478 -3.913
H -0.223 1.044 -5.025
H 0.699 -2.386 -1.816
H 2.010 -1.440 -2.120
H 0.926 -1.750 -3.323
N -0.066 -0.002 6.200
C -0.008 -0.037 5.031
C 0.050 -0.065 3.587
C -0.074 -1.269 2.883
C -0.011 -1.255 1.491
N 0.187 -0.106 0.800
C 0.286 1.062 1.474
C 0.229 1.119 2.868
H -0.222 -2.204 3.414
H -0.108 -2.187 0.927
H 0.409 1.986 0.899
H 0.329 2.076 3.375
```

Copy entry 6 word for word.
Molecular formula: C7H12CdN3
Method: DFT, ωB97M-V with the def2-TZVPD basis set

DFT total energy ... -16485.3370 eV
Charge ... -1
LUMO energy (alpha / beta) ... 3.1 / 3.4 eV
Energy above the lowest of the compared OMol25 structures with the same formula, charge and spin ... 0.000 eV
Orbital gap (alpha / beta) ... 0.16639 / 0.16090 Eh
E_HOMO (alpha / beta) ... -1.43 / -0.97 eV

```
23
C7H12CdN3 | the Open Molecules 2025 dataset | ωB97M-V with the def2-TZVPD basis set
C -0.793 1.289 -4.121
Cd -0.201 0.225 -1.598
N 1.011 -1.553 -2.317
H -1.512 1.277 -1.153
H -0.044 1.487 -3.304
H -1.370 2.212 -4.260
H -1.503 0.478 -3.913
H -0.223 1.044 -5.025
H 0.699 -2.386 -1.816
H 2.010 -1.440 -2.120
H 0.926 -1.750 -3.323
N -0.066 -0.002 6.200
C -0.008 -0.037 5.031
C 0.050 -0.065 3.587
C -0.074 -1.269 2.883
C -0.011 -1.255 1.491
N 0.187 -0.106 0.800
C 0.286 1.062 1.474
C 0.229 1.119 2.868
H -0.222 -2.204 3.414
H -0.108 -2.187 0.927
H 0.409 1.986 0.899
H 0.329 2.076 3.375
```